Entry 1:
Density functional theory data (ωB97M-V/def2-TZVPD) for a molecular structure, C35H42Br2LiN4O7PS2.

Calculated values
molar mass = 892.60 g/mol
frontier orbital gap = 4.50 eV
total charge = -2
max |F| = 0.56 eV/A

```
94
C35H42Br2LiN4O7PS2 ωB97M-V/def2-TZVPD
Li 0.42768 -0.33708 -0.00654
C 3.28417 0.37106 2.68783
O 1.90809 0.55122 2.33255
C 1.26988 1.60340 2.83804
C 1.77172 2.45770 3.80431
C 0.98069 3.50810 4.26915
Br 1.67647 4.64004 5.63253
C -0.27875 3.74389 3.78984
C -0.79645 2.89114 2.80059
C -0.03755 1.81440 2.33645
O -0.48566 0.96045 1.40710
C -2.11047 3.13232 2.20324
N -2.69952 2.30439 1.37761
C -3.87676 2.91197 0.98545
C -4.85637 2.47305 0.09982
C -5.93133 3.31252 -0.12486
C -6.03741 4.55659 0.51498
C -5.07049 5.00103 1.40050
C -3.99173 4.15392 1.61999
N -2.85036 4.26830 2.39645
H 3.34673 0.07431 3.74207
H 3.85287 1.27474 2.47477
H 3.67533 -0.39813 2.02898
H 2.76858 2.31597 4.19170
H -0.85773 4.57112 4.17750
H -1.43399 1.17999 1.18297
H -4.76330 1.51392 -0.39527
H -6.70602 3.00505 -0.81542
H -6.89246 5.18750 0.30653
H -5.15101 5.96289 1.89133
H -2.58334 5.05680 2.95508
C 0.24048 -2.22825 3.26218
C 1.46940 -2.84145 2.58027
C 1.73589 -4.23121 3.15712
P 1.34427 -2.64306 0.72671
C 3.10519 -2.64302 0.14648
C 4.14971 -3.46499 0.89143
C 3.16024 -2.91974 -1.35648
C 0.55064 -4.15912 0.00671
C -0.93003 -4.19481 0.39954
C 1.20338 -5.53074 0.16634
H 0.39711 -2.15122 4.34449
H -0.64479 -2.84763 3.09568
H 0.02176 -1.23460 2.87313
H 2.32943 -2.20729 2.81443
H 0.84145 -4.85469 3.08604
H 1.99293 -4.15181 4.21988
H 2.55287 -4.74315 2.65146
H 3.40114 -1.59421 0.25699
H 4.00521 -4.54401 0.76960
H 4.17231 -3.23958 1.96185
H 5.12503 -3.19176 0.48299
H 3.11188 -3.99803 -1.56214
H 4.09044 -2.51446 -1.75201
H 2.35281 -2.41617 -1.88840
H 0.59262 -3.90503 -1.05900
H -1.04668 -4.47663 1.45103
H -1.46768 -4.93627 -0.20006
H -1.40840 -3.22525 0.24436
H 1.10927 -5.91264 1.18212
H 2.26038 -5.51432 -0.09818
H 0.70501 -6.24546 -0.49853
O 6.15133 1.38656 -1.37151
S 5.03432 0.46881 -1.14309
O 5.38875 -0.60234 -0.18420
O 4.50541 -0.09346 -2.39642
S 3.49077 1.53825 -0.26960
Br -4.83690 -0.34818 -3.49236
C -3.48956 0.92032 -3.02465
C -3.54243 2.10335 -3.75302
C -2.60507 3.09945 -3.53627
C -1.60375 2.89879 -2.59864
C -1.56487 1.71195 -1.88909
C -2.50362 0.69302 -2.06365
C -2.36135 -0.58096 -1.19453
O -3.30965 -1.37132 -1.17341
O -1.26563 -0.67905 -0.57937
H -4.32346 2.23392 -4.49057
H -2.65445 4.01916 -4.10759
H -0.84554 3.65250 -2.42562
H -0.76855 1.54073 -1.17994
N -0.39495 1.40968 -6.05751
C 0.04681 0.76745 -4.89522
C -0.54409 -0.42264 -4.47307
C -0.08040 -1.00993 -3.31140
N 0.90067 -0.51090 -2.56293
C 1.50069 0.60110 -2.99526
C 1.10387 1.26748 -4.14647
H -1.37057 1.25510 -6.25690
H -0.16032 2.38865 -6.08865
H -1.36535 -0.86482 -5.02661
H -0.55010 -1.91717 -2.94153
H 2.32839 0.96518 -2.39054
H 1.61485 2.17735 -4.44165
```

Results of the Löwdin charge analysis, in e, for atoms 1 through 4:
1. Li 0.51
2. C -0.11
3. O -0.12
4. C -0.22

Entry 2:
Density functional theory data (ωB97M-V/def2-TZVPD) for 5 unconnected molecules or ions with the total composition C35H42F35INO5.

Calculated values
molar mass = 1348.56 g/mol
frontier orbital gap (spin up / spin down) = 8.88 / 9.32 eV
⟨S²⟩ = 0.7543
multiplicity = 2
max |F| = 3.29 eV/A

```
119
C35H42F35INO5 ωB97M-V/def2-TZVPD
C 1.58227 -1.98185 2.19154
C 0.63665 -1.70406 0.91444
I 2.03092 -1.25191 -0.74736
C -0.29486 -0.43902 1.04523
C -1.63950 -0.58835 1.89148
C -1.43145 0.40361 3.15163
C -2.76792 0.80921 3.90149
C -2.66962 0.52861 5.47461
F -3.61919 1.32335 6.11905
F -1.40992 0.77118 5.99470
F -3.06177 -0.79724 5.72618
C -2.80709 -0.05079 0.90190
C -3.37641 -1.21246 -0.04191
C -4.60028 -0.52811 -0.85189
C -2.37761 -1.74234 -1.14304
N -3.98718 -2.22468 0.84328
O -5.08212 -1.81778 1.41611
C -3.04737 -2.91322 1.75415
C -3.98180 -3.54709 2.91945
C -2.43113 -4.23212 1.04485
C -1.97194 -2.01282 2.49636
H 1.70618 -1.03765 2.79417
H 1.16812 -2.85887 2.77007
H 2.57612 -2.33420 1.76168
H 0.13989 -2.66615 0.61047
H 0.36231 0.40311 1.45365
H -0.53663 -0.10242 -0.01791
H -0.67076 -0.12878 3.81740
H -0.92555 1.37787 2.84021
H -3.58728 0.09741 3.54618
H -3.12204 1.86402 3.73110
H -3.70590 0.35206 1.45588
H -2.43640 0.81416 0.25395
H -4.10573 0.00758 -1.72907
H -5.26559 -1.35638 -1.23688
H -5.13627 0.23444 -0.22143
H -2.93560 -2.39858 -1.87545
H -1.97755 -0.86006 -1.74413
H -1.47410 -2.29845 -0.76267
H -3.28975 -4.24271 3.50199
H -4.31550 -2.76178 3.66586
H -4.82634 -4.15461 2.48800
H -2.37677 -5.08756 1.77974
H -3.19993 -4.52975 0.25384
H -1.47459 -4.03166 0.48642
H -1.06833 -2.68371 2.69376
H -2.38546 -1.83330 3.54840
C 1.56574 -1.94033 -7.36022
C 1.97321 -0.77259 -6.43385
C 2.86107 -1.12612 -5.23824
F 2.27255 -1.98698 -4.39111
F 3.14115 -0.01188 -4.51461
F 0.85574 -0.12248 -6.03324
F 2.66878 0.11380 -7.20416
O 0.26855 -2.52541 -7.16163
C 0.12755 -3.53247 -6.18709
C -0.80392 -3.11631 -5.04290
F -0.36492 -2.00706 -4.41531
F -0.87534 -4.09251 -4.10657
F 1.33865 -3.92944 -5.76213
F -0.40804 -4.59596 -6.82593
H 1.50429 -1.51233 -8.36399
H 2.34495 -2.70239 -7.43240
H 3.81205 -1.55636 -5.56701
H -1.81072 -2.91572 -5.41635
C 8.86255 -3.18323 -5.01471
C 7.33683 -3.09514 -5.24710
C 6.85709 -3.17366 -6.69897
F 7.32568 -2.17127 -7.45865
F 5.50113 -3.08475 -6.74646
F 6.86482 -1.98082 -4.64213
F 6.77929 -4.14884 -4.58280
O 9.57949 -1.95362 -4.82885
C 10.01175 -1.24936 -5.96959
C 9.34683 0.12511 -6.09806
F 8.00351 0.02805 -6.16835
F 9.75363 0.74698 -7.22924
F 9.85630 -2.01413 -7.06430
F 11.34321 -1.08216 -5.82069
H 8.98498 -3.69961 -4.05932
H 9.35552 -3.83056 -5.74342
H 7.14565 -4.12306 -7.15997
H 9.59477 0.75734 -5.24263
C 1.56863 2.52568 6.25300
C 2.48536 2.67641 5.01739
C 3.97996 2.42341 5.23523
F 4.53164 3.27619 6.11414
F 4.65544 2.58864 4.07002
F 2.27736 3.89284 4.46376
F 2.05184 1.76426 4.09630
O 1.19935 3.72619 6.94916
C 2.07852 4.23455 7.92486
C 2.63475 5.61303 7.55311
F 3.30344 5.58574 6.38266
F 3.50908 6.04334 8.49286
F 3.03945 3.33243 8.18813
F 1.35263 4.34410 9.05849
H 0.61812 2.14420 5.87176
H 1.91972 1.75182 6.93922
H 4.15938 1.40120 5.58257
H 1.82896 6.34496 7.46375
C -7.47918 4.96987 1.90428
C -8.18479 3.65234 1.50972
C -7.41265 2.35687 1.77236
F -6.25829 2.29163 1.08591
F -8.14765 1.28663 1.38296
F -8.57016 3.73198 0.21570
F -9.33494 3.59125 2.24166
O -6.81086 5.70349 0.86634
C -5.48890 5.34521 0.53757
C -5.36093 4.82094 -0.89660
F -6.13579 3.73786 -1.10624
F -4.08558 4.44500 -1.15432
F -5.00574 4.48952 1.45593
F -4.75661 6.47318 0.66096
H -8.27594 5.64540 2.22563
H -6.84514 4.85207 2.78580
H -7.19201 2.23870 2.83781
H -5.65206 5.58819 -1.61736
```

Results of the Löwdin charge analysis, in e, for atoms 1 through 4:
1. C -0.17
2. C -0.70
3. I 0.81
4. C -0.24

Entry 3:
Density functional theory data (ωB97M-V/def2-TZVPD) for a molecular structure, C35H42FN6O6RbSSb2.

Calculated values
molar mass = 1022.81 g/mol
frontier orbital gap = 7.83 eV
max |F| = 0.58 eV/A

```
94
C35H42FN6O6RbSSb2 ωB97M-V/def2-TZVPD
Rb -0.02768 -1.24840 0.83741
O 4.21855 5.23855 -0.22687
C 3.99679 4.42300 -1.36014
C 3.02468 3.32917 -1.01856
C 2.76309 2.31661 -1.93783
C 1.84013 1.34355 -1.60301
N 1.18495 1.30907 -0.44773
C 1.43852 2.27177 0.43228
C 2.34962 3.30015 0.18896
C 0.68632 2.23998 1.72044
C 1.23296 2.80718 2.86918
C 0.50548 2.77980 4.04761
C 1.07032 3.33187 5.32645
O 1.99140 4.36430 5.02841
C -0.74760 2.18145 4.02546
C -1.20028 1.62642 2.84074
N -0.50683 1.64827 1.70823
H 4.78259 5.97444 -0.47801
H 4.93195 3.96757 -1.70819
H 3.58474 5.01292 -2.18819
H 3.26041 2.28409 -2.89927
H 1.61162 0.54294 -2.30089
H 2.51430 4.08280 0.91256
H 2.21712 3.25038 2.85921
H 1.56735 2.51378 5.86524
H 0.25264 3.69854 5.95683
H 2.44128 4.62400 5.83675
H -1.36397 2.13598 4.91425
H -2.16338 1.13117 2.79621
C -4.16240 1.51265 -1.48598
Sb -2.06881 1.06215 -1.60688
C -1.41038 3.09969 -1.45998
C -1.97683 1.08822 -3.77079
C -2.78850 0.04200 -4.46418
C -3.95301 0.43256 -5.12638
C -4.73358 -0.46682 -5.83134
C -4.34357 -1.79413 -5.90247
C -3.19834 -2.20103 -5.24052
C -2.41838 -1.31368 -4.49610
C -1.25472 -1.85551 -3.73849
Sb -1.78506 -2.84072 -1.86145
C -3.91415 -2.60776 -1.95844
C -1.74217 -4.82515 -2.67033
H -4.39593 2.41262 -2.05554
H -4.44336 1.66310 -0.44486
H -4.74541 0.68432 -1.88583
H -2.12384 3.72403 -1.99838
H -0.42918 3.19457 -1.92385
H -1.34329 3.42568 -0.42520
H -0.91548 0.99262 -4.01614
H -2.29367 2.07973 -4.09970
H -4.24177 1.47689 -5.09603
H -5.62855 -0.12642 -6.33549
H -4.92578 -2.51064 -6.46744
H -2.89519 -3.24085 -5.28932
H -0.49913 -1.10066 -3.52488
H -0.77053 -2.65237 -4.30676
H -4.32800 -2.91222 -2.91797
H -4.18779 -1.57234 -1.76207
H -4.33987 -3.22190 -1.16399
H -2.34030 -4.89727 -3.57851
H -2.12295 -5.54162 -1.94382
H -0.70608 -5.07265 -2.89857
F 6.06397 -2.84350 4.83484
C 5.18815 -2.11451 4.13291
C 3.93934 -1.91780 4.56829
N 3.03857 -1.14039 3.88040
C 1.64220 -1.09341 4.29306
C 0.73564 -2.02928 3.44599
O 1.30152 -2.82511 2.67468
O -0.47927 -1.79614 3.55096
C 3.33689 -0.65476 2.63501
O 2.53742 -0.09146 1.91141
N 4.65517 -0.82197 2.23915
C 5.65416 -1.55174 2.87097
O 6.76870 -1.65282 2.41298
H 3.58551 -2.34863 5.49333
H 1.27931 -0.07318 4.17633
H 1.59059 -1.34916 5.35044
H 4.88231 -0.41360 1.34244
S 3.74011 -2.13095 -1.35246
C 2.99698 -3.09334 -0.14906
C 1.81704 -3.57203 -0.61695
N 1.46417 -3.16070 -1.87752
C 2.38167 -2.38536 -2.36770
H 3.41754 -3.26364 0.82738
H 1.14306 -4.18406 -0.03463
H 2.32220 -1.95337 -3.35569
C -4.43526 -1.81828 3.54147
C -3.70152 -1.44803 2.34795
N -3.06902 -1.15825 1.43744
H -5.49964 -1.89109 3.32839
H -4.26650 -1.06555 4.30968
H -4.06206 -2.77635 3.89869
```

Results of the Löwdin charge analysis, in e, for atoms 1 through 4:
1. Rb 0.64
2. O -0.05
3. C -0.21
4. C -0.18

Entry 4:
Density functional theory data (ωB97M-V/def2-TZVPD) for a molecular structure, C35H42FN8O3Ti.

Calculated values
molar mass = 689.64 g/mol
frontier orbital gap (spin up / spin down) = 6.27 / 6.30 eV
⟨S²⟩ = 0.7538
multiplicity = 2
total charge = +2
max |F| = 1.38 eV/A

```
90
C35H42FN8O3Ti ωB97M-V/def2-TZVPD
Ti 2.21537 -1.71064 0.30091
C 1.37373 -1.56202 3.48409
N 2.45114 -1.61932 2.49378
C 3.68034 -1.59713 2.88523
C 4.69832 -1.63076 1.88812
C 6.07826 -1.69288 1.95032
C 6.52705 -1.74978 0.61490
C 5.40184 -1.72911 -0.18451
N 4.27045 -1.65120 0.56913
C 1.33960 -0.25615 4.24110
C 1.38366 0.95702 3.55774
C 1.35021 2.15543 4.25009
C 1.26799 2.15956 5.63717
C 1.22434 0.95764 6.32459
C 1.26353 -0.24345 5.62796
H 1.46044 -2.40057 4.18040
H 0.43524 -1.71232 2.94375
H 3.94183 -1.55059 3.94230
H 6.68001 -1.69380 2.84379
H 7.54795 -1.79847 0.27677
H 5.33078 -1.75374 -1.26168
H 1.46959 0.95772 2.47624
H 1.40428 3.09357 3.71183
H 1.25278 3.09591 6.17824
H 1.17238 0.94982 7.40500
H 1.23996 -1.18125 6.16998
C -5.29933 -0.83492 0.26274
C -4.46524 -0.79351 -1.00299
N -3.03100 -0.58817 -0.71913
C -2.21886 -1.64955 -0.71093
C -0.88459 -1.62058 -0.37077
C -0.16565 -2.96067 -0.43372
O -0.59974 -3.82209 -1.15785
O 0.85613 -3.07786 0.37502
C -0.30167 -0.37869 -0.03981
O 0.93337 -0.22992 0.25319
C -1.16613 0.78693 -0.08817
C -0.63407 2.04819 0.21807
C -1.45023 3.13824 0.22196
F -0.94834 4.33102 0.58359
C -2.82151 3.04998 -0.09701
C -3.33989 1.80916 -0.40595
C -2.52583 0.66229 -0.39698
N -3.69551 4.17238 -0.09425
C -3.19633 5.47168 -0.51597
C -4.36616 6.33318 -0.94997
N -5.31393 6.47471 0.21635
C -5.78119 5.13066 0.71455
C -4.57053 4.28588 1.06342
H -6.34395 -1.00640 0.00599
H -5.23782 0.09400 0.82943
H -4.97672 -1.64579 0.91499
H -4.78670 -0.01834 -1.69828
H -4.53378 -1.73570 -1.54316
H -2.65297 -2.59905 -0.99741
H 0.40910 2.15117 0.48239
H -4.38369 1.74653 -0.67443
H -2.52641 5.35624 -1.36690
H -2.63250 5.98910 0.27147
H -4.93719 5.86790 -1.75148
H -4.05824 7.33553 -1.24103
H -6.11372 7.05479 -0.04263
H -4.83397 6.96566 0.97600
H -6.34791 4.68902 -0.10345
H -6.43231 5.30425 1.56885
H -4.92191 3.30064 1.36614
H -4.04430 4.72019 1.92909
C 2.61451 -5.50706 -3.67657
C 3.36187 -5.35909 -2.37013
N 3.08440 -4.03907 -1.81427
C 2.68633 -2.95670 -2.50780
N 2.41456 -1.83898 -1.83397
C 2.23316 -0.63646 -2.64592
C 1.37416 -0.93574 -3.85798
C 2.10723 -1.96662 -4.69051
N 2.58701 -3.06195 -3.84761
C 2.94075 -4.30500 -4.54026
H 1.53896 -5.54711 -3.49390
H 2.91070 -6.42539 -4.18101
H 4.43763 -5.46723 -2.53644
H 3.05860 -6.10315 -1.63585
H 3.15157 -3.94680 -0.81474
H 3.20615 -0.24603 -2.97051
H 1.78681 0.13842 -2.02166
H 1.19057 -0.04021 -4.45147
H 0.40886 -1.33417 -3.53298
H 2.95791 -1.50783 -5.20468
H 1.45863 -2.39958 -5.45293
H 4.00141 -4.29144 -4.81048
H 2.36836 -4.32439 -5.46657
```

Results of the Löwdin charge analysis, in e, for atoms 1 through 4:
1. Ti 1.16
2. C -0.15
3. N -0.07
4. C -0.05

Entry 5:
Density functional theory data (ωB97M-V/def2-TZVPD) for a molecular structure, C35H42MnN3O2PS2.

Calculated values
molar mass = 686.79 g/mol
frontier orbital gap (spin up / spin down) = 8.81 / 9.12 eV
⟨S²⟩ = 8.7566
multiplicity = 6
total charge = +2
max |F| = 0.13 eV/A

```
86
C35H42MnN3O2PS2 ωB97M-V/def2-TZVPD
Mn -0.26959 0.06140 0.41704
C -1.83933 2.31321 2.07736
C -0.86652 3.46764 1.86167
C -0.80798 4.34917 3.10682
C 0.54122 2.96964 1.52474
C 1.48397 4.08034 1.03481
O 1.72573 3.75194 -0.36020
C 1.19734 2.56113 -0.58369
N 0.54229 2.02248 0.38373
C 1.42614 2.01119 -1.93834
C 1.34296 2.89627 -3.00584
C 1.54651 2.44924 -4.30380
C 1.86115 1.12133 -4.53230
C 1.97604 0.23596 -3.46621
C 1.75898 0.66350 -2.16310
P 1.88433 -0.48883 -0.75572
C 3.25686 0.16060 0.23213
C 4.32447 0.84005 -0.35255
C 5.35596 1.32316 0.43952
C 5.32601 1.13177 1.81452
C 4.26173 0.46183 2.40357
C 3.22683 -0.01835 1.61485
C 2.42132 -2.08046 -1.42875
C 1.45338 -2.93586 -1.95994
C 1.81932 -4.17667 -2.46026
C 3.14930 -4.57798 -2.41837
C 4.11279 -3.73524 -1.88254
C 3.75296 -2.48776 -1.39025
H -2.79979 2.68536 2.43405
H -1.46081 1.62224 2.83698
H -2.04676 1.76611 1.15164
H -1.21377 4.06737 1.01207
H -0.50680 3.76126 3.97746
H -1.78571 4.77983 3.31807
H -0.10404 5.17569 3.00154
H 0.95292 2.45776 2.40001
H 2.45089 4.09006 1.53302
H 1.04073 5.07235 1.06606
H 1.11606 3.93693 -2.81779
H 1.46914 3.14283 -5.12956
H 2.03596 0.76974 -5.54024
H 2.25025 -0.79374 -3.65590
H 4.34925 0.99667 -1.42476
H 6.18386 1.84909 -0.01663
H 6.13267 1.50929 2.42864
H 4.23723 0.32123 3.47628
H 2.38682 -0.52356 2.08061
H 0.41119 -2.63099 -1.99673
H 1.06684 -4.82946 -2.88224
H 3.43451 -5.54697 -2.80608
H 5.14874 -4.04532 -1.85301
H 4.51118 -1.83741 -0.97351
C -1.41950 -6.46853 -1.87652
C -1.70744 -4.99519 -1.88437
C -1.80811 -4.29647 -3.08472
C -2.10065 -2.93999 -3.10059
C -2.31515 -2.28250 -1.89828
C -2.22197 -2.95425 -0.68319
C -1.90861 -4.30195 -0.68647
S -2.66939 -0.55030 -1.95190
C -4.34422 -0.54569 -1.33727
O -1.87576 0.07154 -0.80312
H -0.80886 -6.76131 -2.72982
H -2.35269 -7.03189 -1.93778
H -0.91300 -6.77234 -0.96138
H -1.65285 -4.81776 -4.02131
H -2.16199 -2.40295 -4.03946
H -2.38711 -2.43438 0.25377
H -1.84317 -4.83580 0.25456
H -4.36913 -1.02874 -0.36201
H -4.96566 -1.08148 -2.05412
H -4.66203 0.49286 -1.26893
C 2.00841 -4.08355 1.45124
N 0.95738 -3.07674 1.46362
C 0.54974 -2.41963 2.54968
S -0.67258 -1.20054 2.47046
N 1.09652 -2.72981 3.71758
C 0.77009 -2.10416 4.99739
H 2.18917 -4.37030 0.41853
H 1.71957 -4.97448 2.01403
H 2.93503 -3.67417 1.85864
H 0.44687 -2.91224 0.61052
H 1.70650 -3.53231 3.74979
H 0.69861 -1.02717 4.87413
H 1.56778 -2.33556 5.69765
H -0.17427 -2.48070 5.38762
```

Results of the Löwdin charge analysis, in e, for atoms 1 through 4:
1. Mn 0.58
2. C -0.07
3. C -0.38
4. C -0.05